(1)
Here is a 2-piece molecular cluster, C3H6N2O overall from the OMol25 dataset. Energies are from ωB97M-V/def2-TZVPD.

```
12
Properties=species:S:1:pos:R:3:forces:R:3:nbo_charge:R:1
N -0.017 -1.072 0.304 -2.71 -0.46 -1.45 -0.186
C -1.193 -0.705 -0.160 -2.83 0.31 -0.01 -0.103
H -0.777 1.409 -0.070 0.19 0.17 -0.10 0.208
N 1.065 -0.427 0.406 2.80 1.63 0.82 -0.612
H -2.355 1.073 0.433 -0.68 -0.29 1.05 0.220
H -0.047 -2.100 0.511 1.01 1.23 -0.07 0.400
H -2.011 -1.499 -0.240 1.55 1.08 0.33 0.187
H -2.034 1.097 -1.145 -1.11 0.54 -3.55 0.219
C -1.628 0.772 -0.285 2.60 -1.82 2.69 -0.656
O 4.004 0.371 -0.516 0.08 -0.08 -1.19 -0.504
H 1.042 0.626 0.166 -0.90 -2.41 0.28 0.323
C 3.951 0.457 0.595 -0.01 0.09 1.20 0.504
```
Forces are in eV/Å.

For the HOMO energy, the calculation gives -7.64 eV. Its largest force on an atom is 4.2 eV/Å.

=====

(2)
Here is a 3-piece molecular cluster, C3H6N2O overall from the OMol25 dataset. Energies are from ωB97M-V/def2-TZVPD.

```
12
Properties=species:S:1:pos:R:3:forces:R:3:nbo_charge:R:1
C -0.324 0.794 -0.328 -0.08 0.07 0.54 -0.090
N 1.042 1.006 -0.204 0.29 -0.12 -0.14 -0.595
N 0.719 -1.142 -0.149 0.24 0.10 0.12 -0.596
C -0.529 -0.536 -0.238 -0.04 -0.05 -0.71 -0.098
H -2.465 -0.092 1.331 -3.09 1.66 -2.66 0.009
H 0.913 -2.120 0.000 -0.07 0.20 -0.08 0.424
H -3.128 0.263 0.726 2.75 -1.56 2.78 -0.017
H -0.987 1.646 -0.329 -0.13 -0.37 -0.21 0.227
H -1.408 -1.135 -0.410 0.02 0.23 0.28 0.230
H 1.522 1.888 -0.283 -0.06 -0.18 0.07 0.423
O 2.922 -0.376 -0.008 -0.11 0.05 0.01 -0.652
C 1.722 -0.194 -0.107 0.28 -0.03 -0.01 0.735
```
Forces are in eV/Å.

For the HOMO energy, the calculation gives -8.12 eV. Its largest force on an atom is 4.4 eV/Å.

=====

(3)
Here is one molecule with the formula C3H6N2O from the OMol25 dataset. Energies are from ωB97M-V/def2-TZVPD.

```
12
Properties=species:S:1:pos:R:3:forces:R:3:nbo_charge:R:1
H 0.397 -1.237 1.037 -0.03 0.12 -0.10 0.232
N 2.549 -0.785 -1.226 -0.90 0.14 0.73 -0.309
C 1.655 -0.629 -0.508 0.79 -0.12 -0.59 0.273
N 0.624 0.815 1.116 -0.07 0.07 -0.11 -0.803
H -1.909 1.071 -0.048 -0.07 -0.33 0.07 0.471
C -0.785 -0.421 -0.588 0.11 -0.11 -0.19 -0.070
H -0.253 0.985 1.600 0.17 0.02 0.02 0.371
O -1.908 0.112 0.081 -0.04 0.29 -0.04 -0.710
H -1.023 -1.455 -0.855 0.06 0.14 0.03 0.192
H -0.574 0.125 -1.517 -0.01 -0.02 0.15 0.173
H 0.816 1.612 0.516 0.01 -0.03 0.05 0.359
C 0.466 -0.400 0.331 -0.01 -0.16 -0.01 -0.177
```
Forces are in eV/Å.

For the HOMO energy, the calculation gives -10.27 eV. As for the SMILES: N#C[C@@H](N)CO. Its largest force on an atom is 1.2 eV/Å.

=====

(4)
Here is one molecule with the formula C3H6N2O from the OMol25 dataset. Energies are from ωB97M-V/def2-TZVPD.

```
12
Properties=species:S:1:pos:R:3:forces:R:3:nbo_charge:R:1
C 1.414 -0.494 0.278 0.06 -0.05 0.09 -0.423
H 0.775 0.967 -1.047 -0.05 -0.13 0.06 0.400
N 0.475 0.048 -0.717 0.11 0.11 -0.13 -0.659
C -1.003 -0.015 -0.403 -0.12 -0.22 -0.28 0.122
C -1.516 0.757 0.754 0.08 0.21 0.26 0.379
N -1.552 -0.758 -1.246 0.10 0.27 0.35 -0.540
H 1.033 -1.463 0.611 0.07 0.12 -0.05 0.213
H -0.097 -0.685 -1.554 0.05 0.03 0.04 0.454
H 1.491 0.180 1.134 0.02 -0.13 -0.11 0.223
H 2.395 -0.635 -0.183 -0.13 0.03 0.08 0.210
O -0.811 1.452 1.454 -0.30 -0.28 -0.33 -0.522
H -2.603 0.646 0.920 0.12 0.03 0.01 0.143
```
Forces are in eV/Å.

For the HOMO energy, the calculation gives -8.70 eV. Its largest force on an atom is 0.5 eV/Å.

=====

(5)
Here is a 2-piece molecular cluster, C3H6N2O overall from the OMol25 dataset. Energies are from ωB97M-V/def2-TZVPD.

```
12
Properties=species:S:1:pos:R:3:forces:R:3:nbo_charge:R:1
N 1.869 0.624 -1.044 -0.45 -0.83 -0.23 -0.263
H 0.787 -1.845 -2.372 -0.16 -0.23 -0.04 0.164
C 0.152 -1.179 -1.772 -0.46 -0.17 -0.17 0.349
H -1.209 -0.119 2.106 0.13 0.06 0.02 0.197
H -1.240 0.452 -0.206 0.14 -0.07 0.06 0.375
C 0.996 -0.125 -1.181 1.23 0.61 -0.32 0.162
H 0.148 1.408 -0.022 -0.62 0.01 0.22 0.375
N -0.634 0.955 0.424 -0.28 0.50 0.09 -0.857
H 0.500 -0.403 1.706 -0.18 0.15 -0.22 0.156
C -0.313 0.349 1.691 -0.07 0.04 0.28 -0.412
O -1.042 -1.279 -1.691 0.71 0.15 0.12 -0.441
H -0.016 1.161 2.360 0.00 -0.23 0.20 0.194
```
Forces are in eV/Å.

For the HOMO energy, the calculation gives -8.82 eV. As for the SMILES: N#CC=O.CN. Its largest force on an atom is 1.4 eV/Å.

=====

(6)
Here is a 2-piece molecular cluster, C3H6N2O overall from the OMol25 dataset. Energies are from ωB97M-V/def2-TZVPD.

```
12
Properties=species:S:1:pos:R:3:forces:R:3:nbo_charge:R:1
O 1.230 -1.049 1.349 0.43 0.19 -0.48 -0.434
H -2.230 1.472 -0.333 0.12 -0.04 0.08 0.193
C 1.577 -0.458 -0.906 -0.24 0.16 -1.04 0.154
H -0.863 -1.021 0.398 -0.13 0.05 -0.10 0.358
H 3.062 -0.503 0.676 -0.08 0.00 0.01 0.166
H -0.497 1.447 0.044 -0.14 -0.14 0.01 0.151
C 1.993 -0.687 0.493 -0.24 -0.17 0.43 0.344
C -1.455 0.921 0.210 -0.08 0.25 0.11 -0.412
N -1.487 -0.478 -0.190 0.15 -0.09 -0.07 -0.837
H -1.691 0.995 1.277 0.02 0.01 -0.15 0.193
N 1.316 -0.275 -2.017 0.32 -0.17 1.06 -0.230
H -1.152 -0.575 -1.143 -0.13 -0.03 0.13 0.353
```
Forces are in eV/Å.

For the HOMO energy, the calculation gives -9.10 eV. As for the SMILES: N#CC=O.CN. Its largest force on an atom is 1.1 eV/Å.

=====

(7)
Here is one molecule with the formula C3H6N2O from the OMol25 dataset. Energies are from ωB97M-V/def2-TZVPD.

```
12
Properties=species:S:1:pos:R:3:forces:R:3:nbo_charge:R:1
N 0.129 0.839 0.310 -3.57 -1.65 -3.49 -0.647
C 1.082 -1.282 1.256 1.47 0.92 1.35 0.418
C -0.660 0.949 -1.081 1.80 1.39 0.31 0.249
H 0.929 -2.482 1.648 0.78 3.10 -1.08 0.133
C -0.184 -0.549 0.834 -0.79 -0.79 -1.10 -0.340
N -0.257 1.774 -2.008 -3.54 -1.54 -0.01 -0.645
O 2.128 -0.605 1.272 -2.33 -3.09 0.11 -0.533
H -1.095 1.787 -2.802 2.90 -0.21 2.40 0.343
H 1.116 1.072 0.176 -0.38 -0.55 0.02 0.414
H -0.608 -1.286 -0.029 0.61 1.74 1.88 0.204
H -0.990 -0.513 1.684 1.59 -0.18 -1.49 0.236
H -1.590 0.295 -1.260 1.45 0.86 1.11 0.166
```
Forces are in eV/Å.

For the HOMO energy, the calculation gives -9.68 eV. As for the SMILES: [H]/N=C/NCC=O. Its largest force on an atom is 5.3 eV/Å.

=====

(8)
Here is one molecule with the formula C3H6N2O from the OMol25 dataset. Energies are from ωB97M-V/def2-TZVPD.

```
12
Properties=species:S:1:pos:R:3:forces:R:3:nbo_charge:R:1
H 1.377 0.717 0.847 -0.03 -0.01 0.09 0.377
H 0.851 -0.435 -1.366 -0.14 0.07 0.05 0.190
H -0.301 2.103 -0.949 0.08 -0.02 -0.03 0.472
C -0.008 0.179 -1.075 0.00 -0.29 -0.06 -0.055
H -0.846 -0.067 -1.743 0.14 0.04 0.10 0.177
H 0.708 -0.105 2.115 -0.04 0.08 -0.07 0.375
O 0.416 1.512 -1.209 -0.15 0.20 -0.03 -0.703
C -0.402 -0.162 0.378 -0.11 0.01 -0.09 -0.177
H -1.426 0.194 0.567 0.13 -0.06 -0.03 0.213
N 0.508 0.481 1.314 0.15 -0.09 0.07 -0.814
C -0.435 -1.633 0.507 -0.05 -0.98 0.09 0.259
N -0.443 -2.785 0.614 0.01 1.06 -0.10 -0.314
```
Forces are in eV/Å.

For the HOMO energy, the calculation gives -10.16 eV. As for the SMILES: N#C[C@@H](N)CO. Its largest force on an atom is 1.1 eV/Å.

=====

(9)
Here is a 2-piece molecular cluster, C3H6N2O overall from the OMol25 dataset. Energies are from ωB97M-V/def2-TZVPD.

```
12
Properties=species:S:1:pos:R:3:forces:R:3:nbo_charge:R:1
H -1.810 -0.954 -0.441 -0.27 -0.62 -0.23 0.338
C 2.236 -1.214 -1.353 -0.90 0.63 0.15 -0.249
H 0.534 0.278 -1.256 0.10 -0.20 0.33 0.239
N -1.230 1.060 0.495 1.45 -0.75 0.70 -0.133
H -0.989 -2.071 0.446 0.09 0.07 -0.18 0.349
H -0.632 3.028 0.710 -0.29 -0.74 0.09 0.202
H 0.329 1.748 1.710 -0.34 -0.03 -0.47 0.191
N -1.612 -1.269 0.508 -0.32 0.86 -0.18 -0.496
C 1.309 -0.456 -1.194 0.94 -0.46 -0.75 -0.235
H 3.040 -1.891 -1.523 -0.03 0.01 0.15 0.236
C -0.479 1.975 0.994 -0.26 -0.48 -0.04 -0.134
O -0.697 -0.234 0.904 -0.16 1.72 0.42 -0.307
```
Forces are in eV/Å.

For the HOMO energy, the calculation gives -9.12 eV. As for the SMILES: C=NON.C#C. Its largest force on an atom is 1.8 eV/Å.

=====

(10)
Here is one molecule with the formula C3H6N2O2 from the OMol25 dataset. Energies are from ωB97M-V/def2-TZVPD.

```
13
Properties=species:S:1:pos:R:3:forces:R:3:nbo_charge:R:1
H 2.091 1.602 1.761 -0.20 0.04 0.44 0.124
H -0.312 1.293 1.065 0.14 0.10 0.24 0.214
N -2.035 -0.584 -0.733 -0.30 0.14 0.18 -0.843
C -0.725 -0.926 -0.857 -0.29 0.06 0.31 0.778
O 2.680 0.613 0.155 -0.01 -0.06 0.00 -0.512
C 1.821 0.947 0.929 0.33 0.19 -0.50 0.429
H -2.312 0.338 -1.030 -0.04 -0.07 0.19 0.400
C 0.390 0.516 0.766 -0.52 -0.02 -0.29 -0.328
H 1.033 -0.235 -0.970 0.23 0.45 -0.09 0.402
O -0.351 -2.052 -1.099 0.13 -0.01 -0.03 -0.614
H 0.264 -0.339 1.449 -0.10 0.04 0.00 0.217
H -2.700 -1.336 -0.798 -0.03 0.08 -0.24 0.402
N 0.155 0.163 -0.638 0.66 -0.94 -0.23 -0.669
```
Forces are in eV/Å.

For the HOMO energy, the calculation gives -9.81 eV. As for the SMILES: NC(=O)NCC=O. Its largest force on an atom is 1.2 eV/Å.